1.
The following is a DFT calculation (the ωB97M-V functional and the def2-TZVPD basis) of a 3-piece molecular cluster, C8H16O overall.

Last column: Löwdin charge in e.
Element x y z (Å)
H -2.9524 0.2303 -1.5589  0.079
C -3.1940 -0.0470 -0.5297  -0.076
C 2.4970 -0.9076 -1.4521  -0.013
H 1.6195 2.2759 -0.7526  0.087
H -1.0219 -1.5373 -1.5176  0.080
C -1.5272 -0.1243 1.3099  0.024
H -1.9474 0.7676 1.7536  0.061
H -0.6195 -0.5014 1.7585  0.054
H -2.0893 -2.6040 -0.6185  0.081
H 2.6940 2.3965 1.4957  0.071
C -1.3583 -1.7992 -0.5111  -0.071
H 0.4960 1.0819 -0.2025  0.069
C 1.5135 1.4418 -0.0546  -0.169
C -1.9864 -0.6121 0.1630  -0.430
H -0.5021 -2.1692 0.0476  0.064
O 1.9021 -1.1854 0.8836  0.102
H 2.5154 0.8032 -0.5383  0.137
H 0.9437 2.4932 1.7374  0.073
H 2.1704 -0.2639 -2.2517  0.056
C 2.0119 -0.7405 -0.2135  -0.415
H -3.5759 0.8342 -0.0165  0.072
H 1.7838 0.9813 2.0305  0.059
C 1.7564 1.8549 1.3833  -0.139
H -3.9904 -0.7935 -0.5786  0.080
H 2.8613 -1.8754 -1.7666  0.062

## Properties
**Total energy**: -10599.646 eV
**HOMO energy**: -0.3236 hartree
**SMILES string**: C=C(C)C.C=C=O.CC
**LUMO**: 0.032 Ha
**Charge**: 0
**Frontier orbital gap**: 0.3558 Eh
**Multiplicity**: 1
**Relative energy (zero: lowest compared OMol25 entry of this formula, charge and spin)**: 3.3457 eV



2.
The following is a DFT calculation (the ωB97M-V functional and the def2-TZVPD basis) of a 2-piece molecular cluster, C8H16O4 overall.

Last column: Löwdin charge in e.
Element x y z (Å)
H -0.8210 -3.4806 -1.4398  0.078
H 1.4774 1.1138 -1.5903  0.105
C 0.5973 5.8870 -0.8084  -0.098
H -2.0709 -2.2205 -1.6833  0.073
H 0.7887 6.9572 -0.6222  0.077
H -0.6584 -5.5849 2.5335  0.101
C -1.5684 -3.4938 1.4530  -0.427
C 1.4074 3.5315 -0.3203  -0.559
O 2.3755 2.8187 -0.7932  -0.016
H -2.2689 -6.1947 2.0398  0.106
H 1.6797 5.2565 0.9074  0.127
H -2.4955 -3.7572 -0.8662  0.077
O -1.3438 -4.7025 0.8935  -0.079
H 3.2585 1.2128 -1.4254  0.104
C -1.7054 -2.9977 -0.9912  -0.119
H -2.2670 -1.5807 0.5136  0.120
H 2.7082 5.1323 -0.5495  0.119
C -1.3004 -5.8201 1.6679  -0.092
H -0.3736 5.6198 -0.3585  0.082
H 0.5369 5.7247 -1.8977  0.083
O 0.3212 3.1000 -0.0957  0.120
C -1.4751 -2.3451 0.3949  -0.123
C 1.6725 5.0227 -0.1746  -0.156
H -0.4998 -1.8214 0.3914  0.119
C 2.2989 1.4857 -0.9550  -0.096
H -0.8177 -6.6175 1.0783  0.102
O -1.6918 -3.2360 2.6699  0.064
H 2.2355 0.9899 0.0282  0.107

## Properties
**Total energy**: -16744.787 eV
**HOMO energy**: -0.3743 hartree
**SMILES string**: CCC(=O)OC.CCC(=O)OC
**LUMO**: 0.025 Ha
**Charge**: 0
**Frontier orbital gap**: 0.3989 Eh
**Multiplicity**: 1
**Relative energy (zero: lowest compared OMol25 entry of this formula, charge and spin)**: 1.2311 eV



3.
The following is a DFT calculation (the ωB97M-V functional and the def2-TZVPD basis) of a 2-piece molecular cluster, C8H16O4 overall.

Last column: Löwdin charge in e.
Element x y z (Å)
H -0.5292 -2.6463 0.9814  0.150
H 3.1380 -1.8169 2.0581  0.124
C 3.0830 -2.1147 0.9934  -0.143
H 3.3280 -4.1409 1.6694  0.127
H -3.7047 3.4933 -1.1277  0.139
H 0.3746 -2.9638 -0.5280  0.139
H 2.5093 -0.1575 0.5381  0.121
C 2.6919 -3.6172 0.9300  -0.198
H -1.4895 3.3657 -1.9831  0.120
O 0.8150 -1.3962 0.6355  -0.135
H -0.8341 0.9258 -0.2488  0.114
H 4.1122 -2.0995 0.5860  0.113
C -3.5904 2.4104 -0.9287  -0.317
C 0.4861 -2.7389 0.5501  -0.259
O -2.7930 1.7550 -1.7977  -0.105
C -1.4238 2.2886 -1.7358  -0.160
H -4.5394 1.9145 -1.2096  0.147
H -1.9491 3.7713 0.3417  0.118
H 2.8437 -4.1067 -0.0512  0.125
H 0.1666 2.4071 -0.2292  0.116
C -0.8721 2.0309 -0.3001  -0.140
C 2.1513 -1.1520 0.2093  -0.189
H -1.6440 2.6953 1.7364  0.128
H -0.7442 1.8155 -2.4704  0.123
C -1.8721 2.7118 0.6533  -0.182
O -3.1479 2.1237 0.3661  -0.101
O 1.3239 -3.6122 1.2583  -0.102
H 2.1100 -1.1461 -0.8969  0.128

## Properties
**Total energy**: -16742.874 eV
**HOMO energy**: -0.3592 hartree
**SMILES string**: C1COCOC1.C1COCOC1
**LUMO**: 0.032 Ha
**Charge**: 0
**Frontier orbital gap**: 0.3914 Eh
**Multiplicity**: 1
**Relative energy (zero: lowest compared OMol25 entry of this formula, charge and spin)**: 3.1436 eV



4.
The following is a DFT calculation (the ωB97M-V functional and the def2-TZVPD basis) of a 2-piece molecular cluster, C8H16O4S2 overall.

Last column: Löwdin charge in e.
Element x y z (Å)
H 1.6626 -0.9239 0.4900  0.081
H -2.3001 0.1598 0.3875  0.091
C -2.4374 0.4093 -0.6646  -0.181
C 3.8405 1.0590 1.8778  -0.258
H 2.7262 3.0256 1.7309  0.107
H -1.9808 -2.4511 -2.9106  0.115
S 1.2444 1.1886 1.7727  0.782
S -1.1886 -0.7826 -1.3056  0.649
H -2.0990 1.4357 -0.8064  0.099
H 3.8472 -0.4731 0.3267  0.120
H -3.6696 -2.1649 -1.1628  0.108
H 3.9106 -1.0502 2.0161  0.114
H -4.5907 -0.2206 -0.5944  0.104
C 3.4964 -0.2988 1.3439  -0.215
O 0.9491 1.2421 3.2388  -0.358
H -4.1871 0.5702 -2.0875  0.106
C 1.9669 -0.4888 1.4419  -0.202
H -2.1663 -0.7877 -3.3668  0.111
H 1.6096 -1.2738 2.1084  0.105
H 2.7718 2.1507 0.2630  0.112
O 0.2261 1.5390 0.7224  -0.380
H 4.8093 1.4570 1.5760  0.120
C 2.8352 2.0130 1.3424  -0.230
H 3.8638 1.0644 2.9675  0.124
C -3.7767 -0.0649 -1.3024  -0.206
C -3.6548 -1.4682 -2.0009  -0.206
C -2.2227 -1.4648 -2.5146  -0.278
O -0.8599 -1.7729 -0.3079  -0.318
H -4.5280 -1.5643 -2.6462  0.118
O -0.0982 -0.0637 -1.9352  -0.334

## Properties
**Total energy**: -38414.102 eV
**HOMO energy**: -0.3671 hartree
**SMILES string**: O=S1(=O)CCCC1.O=S1(=O)CCCC1
**LUMO**: 0.027 Ha
**Charge**: 0
**Frontier orbital gap**: 0.3937 Eh
**Multiplicity**: 1
**Relative energy (zero: lowest compared OMol25 entry of this formula, charge and spin)**: 0.4592 eV



5.
The following is a DFT calculation (the ωB97M-V functional and the def2-TZVPD basis) of C8H16S4Se4Ti as an isolated structure.

Last column: Löwdin charge in e.
Element x y z (Å)
H -3.7222 0.2193 -1.5642  0.078
C 1.5048 0.6027 -3.0574  -0.486
C -0.4672 2.5622 -2.4168  -0.468
C -2.1097 -2.1656 -1.8800  -0.469
S -1.9944 1.4560 -0.4663  0.834
H -2.2905 -1.2093 -2.3697  0.059
H -0.2398 2.7210 -3.4697  0.097
H -4.3079 1.0048 -0.0951  0.094
Se 2.6991 -0.7842 2.6366  0.042
H -4.2369 -1.5016 0.1271  0.097
Se 1.3493 1.0122 3.2022  0.049
C -0.8416 -2.8112 -2.4029  -0.477
S 0.6294 -1.7910 -2.0634  0.831
H -0.6378 -3.7466 -1.8816  0.088
S -1.8955 -1.8774 -0.0865  0.851
C 0.6055 -0.5663 -3.4226  -0.460
H -0.4168 -0.2517 -3.6227  0.069
H 2.4890 0.2523 -2.7411  0.074
H -3.2748 -0.6638 1.3528  0.056
Se 2.5912 -0.6353 0.3093  0.047
Ti 0.1507 -0.1797 0.1250  -0.105
C -1.8129 1.8828 -2.2329  -0.484
H 1.6399 1.2603 -3.9150  0.095
Se -0.7059 0.2156 2.4133  0.061
H -0.4564 3.5268 -1.9111  0.087
C -3.4976 0.4124 -0.5169  -0.457
C -3.3623 -0.8717 0.2856  -0.490
S 0.9333 1.6462 -1.6737  0.838
H 1.0079 -1.0603 -4.3072  0.097
H -2.6205 2.5630 -2.5028  0.098
H -0.8921 -3.0155 -3.4709  0.100
H -2.9737 -2.8157 -2.0172  0.102
H -1.8955 0.9746 -2.8275  0.056

## Properties
**Total energy**: -336393.862 eV
**HOMO energy (alpha / beta)**: -0.3833 / -0.3838 hartree
**LUMO (alpha / beta)**: -0.158 / -0.147 Ha
**Charge**: +1
**Frontier orbital gap (alpha / beta)**: 0.2258 / 0.2365 Eh
**Multiplicity**: 2
**Relative energy (zero: lowest compared OMol25 entry of this formula, charge and spin)**: 1.1633 eV



6.
The following is a DFT calculation (the ωB97M-V functional and the def2-TZVPD basis) of a 2-piece molecular cluster, C8H16Si overall.

Last column: Löwdin charge in e.
Element x y z (Å)
C -1.0420 -0.9402 0.3537  -0.674
C -1.5114 -1.7704 1.6470  -0.111
H 4.0898 2.2964 -1.3394  0.067
H -0.6219 3.1608 0.8233  0.009
C 2.8587 1.0607 -0.6804  -0.310
H -2.5916 -2.0557 -0.8780  0.086
H -0.7325 -1.8586 2.3536  0.046
H -0.4042 -2.5665 -0.8820  0.111
H 4.1655 0.7585 -2.3524  0.086
C -2.3730 -0.9897 -0.5640  -0.098
H -0.6468 0.8869 2.3137  -0.030
H 4.9923 0.9771 -0.8345  0.057
H 0.8177 -1.9227 0.4056  0.081
Si -0.4930 0.8557 0.8897  0.869
H -3.2931 -0.6973 0.0199  0.080
H -2.3423 -1.2228 2.0481  0.057
H -2.1612 -0.3833 -1.4589  0.071
H 0.5503 -1.1982 -1.1959  0.078
C 4.1110 1.2269 -1.3550  -0.139
H -1.6583 -2.8515 1.4325  0.095
C 0.0412 -1.6496 -0.3118  -0.193
H -2.0649 2.7547 0.2042  0.017
C 1.8958 0.9455 0.0126  -0.045
H -0.5408 2.7131 -0.7804  0.022
C -1.0453 2.4703 0.1287  -0.232

## Properties
**Total energy**: -16428.734 eV
**HOMO energy**: -0.3238 hartree
**LUMO**: 0.019 Ha
**Charge**: 0
**Frontier orbital gap**: 0.3425 Eh
**Multiplicity**: 1
**Relative energy (zero: lowest compared OMol25 entry of this formula, charge and spin)**: 4.8392 eV



7.
The following is a DFT calculation (the ωB97M-V functional and the def2-TZVPD basis) of C8H17AlO3P2 as an isolated structure.

Last column: Löwdin charge in e.
Element x y z (Å)
H 3.3035 0.7245 1.8205  0.097
H -3.0262 0.7992 -1.6223  -0.091
H 0.6765 -1.2944 2.4703  0.017
H 0.2567 -4.4770 -1.5846  0.087
H -0.1946 1.8972 -3.0798  0.093
H -0.9086 2.7892 2.3471  0.083
C 0.2417 -3.6443 -0.8677  -0.263
P -2.9388 -0.3865 -0.7827  0.765
H 2.8856 1.9817 0.5581  0.087
C 0.4961 -1.7823 1.5133  -0.189
H 0.0627 3.2417 -1.9418  0.086
H 2.9349 0.2251 0.0947  0.093
H -0.6749 4.4023 1.5475  0.089
O 0.1000 2.8307 0.4930  -0.355
H -1.8730 3.1950 0.9109  0.073
H 1.9833 -4.5248 0.0346  0.092
P 0.1315 1.1665 0.2999  0.778
O 0.6056 1.3113 -1.2881  -0.338
C -0.9091 3.3455 1.4007  -0.110
C 2.7518 0.9453 0.8974  -0.068
C -0.2649 2.2041 -2.0350  -0.129
C -0.6931 -2.6489 -1.0191  -0.244
H 2.1562 -3.0797 1.9001  0.091
H -3.5011 -1.4214 -1.6195  -0.066
C 1.2226 -3.7234 0.1328  -0.175
H -3.9387 -0.1850 0.2409  -0.087
H -1.5065 -2.8469 -1.7256  -0.015
C 1.3084 -2.8601 1.2350  -0.243
H -1.3364 2.1685 -1.7501  0.047
Al -0.7186 -1.1052 0.1371  0.176
O 1.3674 0.7522 1.2823  -0.382

## Properties
**Total energy**: -39885.075 eV
**HOMO energy (alpha / beta)**: -0.2063 / -0.2064 hartree
**LUMO (alpha / beta)**: 0.002 / 0.002 Ha
**Charge**: 0
**Frontier orbital gap (alpha / beta)**: 0.2079 / 0.2079 Eh
**Multiplicity**: 1



8.
The following is a DFT calculation (the ωB97M-V functional and the def2-TZVPD basis) of a 4-piece molecular cluster, C8H17BCl8O4P overall.

Last column: Löwdin charge in e.
Element x y z (Å)
H 7.3855 4.2962 1.9176  0.031
C 3.3431 3.4432 0.0753  -0.993
P -1.7779 -1.9094 -0.7833  0.599
Cl -3.5607 -2.5478 -2.2402  0.657
H 2.3365 0.2623 0.7931  0.060
Cl 4.3790 2.0989 0.5704  0.555
Cl -4.6203 -3.4442 -4.8040  0.456
H -4.9215 -3.4375 1.5508  0.038
Cl -2.6140 -2.9944 1.7877  0.578
C -5.0223 -2.8695 -3.1812  -1.004
H -5.6139 -3.6327 -2.6699  0.000
H 1.2730 -1.2714 0.2816  0.071
H 2.9751 3.2549 -0.9362  0.029
O 0.8073 1.5330 -1.5566  -0.014
Cl 7.8567 3.1723 3.9405  0.489
C 1.6160 0.3080 -1.4608  -0.258
B -2.0819 -0.2860 0.2080  -0.692
H -0.4262 -2.4107 -0.5216  -0.012
H 6.1420 3.0770 2.3194  -0.038
Cl 5.7644 5.1337 3.4168  0.481
C -0.2518 1.5888 -0.5367  -0.236
H -5.6023 -1.9471 -3.2641  0.019
Cl -4.0034 -5.5338 2.1334  0.493
H 2.5003 3.5162 0.7670  0.029
O 2.0898 -0.2051 -2.6280  -0.044
C 6.7819 3.8666 2.7207  -1.055
C 2.0512 -0.4774 -0.0893  -0.040
O -1.9490 -1.7011 -2.3525  -0.772
H 3.0421 -1.0921 -0.3438  0.106
H -2.5194 1.8948 -0.3213  0.118
C -4.1369 -3.7739 2.2329  -0.977
H -4.3936 -3.4939 3.2574  0.028
Cl 4.2331 4.9705 0.0891  0.501
C -1.7974 1.0419 -0.7239  -0.148
H -2.6872 -2.9024 -0.2406  -0.131
O 0.0241 2.1726 0.6626  -0.059
H -2.1094 0.8626 -1.8454  0.106
H -1.3277 -0.2390 1.1121  0.013
H -3.1839 -0.3240 0.6632  0.013

## Properties
**Total energy**: -126900.421 eV
**HOMO energy**: -0.1404 hartree
**LUMO**: 0.081 Ha
**Charge**: -1
**Frontier orbital gap**: 0.2218 Eh
**Multiplicity**: 1